The following is a DFT calculation (the ωB97M-V functional and the def2-TZVPD basis) of a 2-piece molecular cluster, C26H43N2O4 overall.

Properties
E_LUMO: -5.4 eV
spin multiplicity: 1
net charge: +1

Atoms and positions in Å:
C  2.49960  1.63270  3.37586
C  4.03747  2.11482  3.14722
C  4.31966  3.48360  4.06665
C  4.98701  0.94127  3.87196
C  4.56485  2.22741  1.61499
C  3.45355  2.52494  0.46038
C  2.52631  3.86911  0.71141
C  4.32889  2.87110  -0.92518
C  2.54970  1.18647  0.02458
C  3.01117  -0.30147  0.62343
C  2.11952  -1.66217  0.26423
C  0.76715  -1.52681  -0.69780
O  0.02424  -2.80623  -0.91428
C  -1.35598  -2.69278  -0.41325
C  -1.49277  -2.45555  1.20282
O  -2.59611  -1.46273  1.38430
C  -2.06233  -0.11924  1.65242
C  -3.26043  0.97859  1.43673
C  -2.76959  2.45780  0.93084
C  -3.60392  3.32467  -0.23223
C  -2.98212  4.83627  -0.58821
N  -1.74825  5.27168  0.16695
N  -0.99680  4.62823  1.10314
C  -1.43658  3.27235  1.52992
C  0.30709  -0.07680  -1.35065
C  1.22753  1.26327  -0.96462
H  2.35822  0.46110  3.51083
H  2.13196  2.11301  4.40512
H  1.72250  1.96632  2.57163
H  4.09266  3.15868  5.19160
H  3.61063  4.35891  3.75195
H  5.46996  3.72616  3.96656
H  5.06538  1.06688  5.03249
H  4.46363  -0.09893  3.60896
H  6.04571  0.89578  3.32612
H  5.33445  3.14014  1.58214
H  5.21561  1.28728  1.27127
H  2.68222  4.31945  1.78019
H  1.38793  3.55712  0.62391
H  2.73805  4.73088  -0.07593
H  5.01369  1.95175  -1.24536
H  4.98391  3.81989  -0.67814
H  3.58761  3.12485  -1.80854
H  3.93545  -0.47336  1.32323
H  2.47142  -2.69321  0.74968
H  -1.88105  -1.85819  -1.05902
H  -1.88140  -3.73318  -0.65234
H  -0.55095  -1.99266  1.72192
H  -1.71555  -3.47126  1.78685
H  -1.09229  0.16032  1.05975
H  -1.76276  -0.09508  2.80683
H  -3.99072  0.56117  0.60198
H  -3.86044  1.14290  2.44054
H  -4.57278  2.91537  -0.75248
H  -3.50711  5.54203  -1.39109
H  -1.40925  6.24905  -0.09605
H  -0.80292  2.71174  2.36463
H  -0.63810  -0.01634  -2.06167
H  0.89992  2.31131  -1.39869
C  -4.61003  -5.60417  -2.35650
O  -4.28516  -6.51725  -3.39927
C  -4.89323  -6.16287  -4.64360
C  -3.92156  -5.40153  -5.55066
O  -3.55039  -4.14159  -4.98405
C  -2.29621  -4.19714  -4.31125
H  -3.87695  -5.72710  -1.55557
H  -4.58769  -4.56652  -2.68701
H  -5.60279  -5.83897  -1.96460
H  -5.81342  -5.58909  -4.47561
H  -5.17380  -7.09921  -5.14065
H  -4.42020  -5.19043  -6.50148
H  -3.03353  -6.00305  -5.77089
H  -1.48651  -4.12892  -5.04194
H  -2.17863  -5.11182  -3.72359
H  -2.23431  -3.34079  -3.63375


The following is a DFT calculation (the ωB97M-V functional and the def2-TZVPD basis) of C14H25Cl2N2OP2Ti as an isolated structure.

Properties
E_LUMO (alpha / beta): -12.4 / -12.4 eV
spin multiplicity: 1
ΔE to the lowest compared entry with this formula, charge and spin: 0.000 eV
net charge: +3

Atoms and positions in Å:
C  -2.38480  2.19090  -2.79191
C  -1.90637  2.28841  -1.38295
H  -1.82231  1.45557  -3.38512
H  -2.25390  3.13343  -3.32673
H  -3.47441  1.98551  -2.82482
O  -1.09442  1.46559  -0.84589
Cl  -2.63602  3.57526  -0.52153
Ti  -0.09378  0.17253  0.49576
P  1.77407  1.95584  0.22837
C  3.28551  1.26848  -0.51091
C  1.40189  3.33386  -0.88489
H  2.29246  3.96685  -0.96053
H  3.07463  3.63501  1.41812
H  0.57101  3.93589  -0.50499
H  1.46811  3.35663  2.19593
H  3.02015  0.83785  -1.48895
H  1.15653  2.96198  -1.88343
C  2.33598  2.87053  1.71895
H  4.00923  2.08660  -0.64893
H  2.78608  2.16691  2.43669
H  3.69860  0.48834  0.14601
P  -2.45377  -0.78791  0.70181
C  -2.47763  -2.56166  0.33886
C  -3.19687  -0.51844  2.33939
H  -3.97933  0.87665  -0.23704
H  -4.69411  -0.76335  -0.10707
H  -3.54229  -0.38913  -1.42238
C  -3.79215  -0.19579  -0.37287
H  -3.20423  0.56277  2.55981
H  -4.22731  -0.90612  2.30749
H  -3.49111  -2.93227  0.55324
H  -1.72647  -3.07540  0.95741
H  -2.60386  -1.03804  3.10650
H  -2.24019  -2.69237  -0.72973
Cl  0.06186  0.52251  2.70552
N  4.86201  -3.45601  2.31679
C  3.96567  -3.26293  1.59197
C  2.86487  -3.01197  0.71254
C  2.58533  -3.87002  -0.34637
C  1.52642  -3.55115  -1.18890
C  0.80355  -2.37429  -1.00541
N  1.04852  -1.57132  0.05628
C  2.05917  -1.89469  0.91541
H  3.18593  -4.76412  -0.50835
H  1.25690  -4.20473  -2.00965
H  0.00756  -2.05072  -1.68264
H  2.19329  -1.22148  1.76912


The following is a DFT calculation (the ωB97M-V functional and the def2-TZVPD basis) of C24H28CoF6N5PSb as an isolated structure.

Properties
E_LUMO (alpha / beta): -8.7 / -7.5 eV
spin multiplicity: 3
ΔE to the lowest compared entry with this formula, charge and spin: 0.000 eV
net charge: +2

Atoms and positions in Å:
Co  -0.71779  0.46335  1.14559
N  -3.04958  -0.71376  -0.32293
P  -1.42213  -0.57404  -0.73582
C  -1.30394  0.22336  -2.32131
C  -0.83370  1.52842  -2.44271
C  -0.82602  2.13704  -3.68810
C  -1.29261  1.44612  -4.79695
C  -1.75906  0.14219  -4.67516
C  -1.75970  -0.48223  -3.44059
C  -0.73599  -2.20529  -0.84963
C  0.37150  -2.40898  -1.68385
C  0.95387  -3.66171  -1.74202
C  0.44150  -4.70091  -0.97111
C  -0.65620  -4.49749  -0.14408
C  -1.24446  -3.24779  -0.06969
C  -3.51145  -0.23483  0.88217
C  -4.83408  -0.36123  1.29285
C  -5.19690  0.18804  2.50164
C  -4.24814  0.85161  3.28213
C  -2.95961  0.92107  2.82697
N  -2.59121  0.38781  1.63591
H  -3.72475  -1.05742  -0.99524
H  -0.47303  2.06055  -1.57158
H  -0.46011  3.14810  -3.79331
H  -1.29000  1.92381  -5.76693
H  -2.11395  -0.39106  -5.54536
H  -2.09675  -1.50853  -3.35510
H  0.74698  -1.60567  -2.30571
H  1.79428  -3.83840  -2.39780
H  0.89924  -5.67888  -1.01971
H  -1.04958  -5.31400  0.44434
H  -2.08331  -3.08441  0.59428
H  -5.54625  -0.88479  0.67179
H  -6.21876  0.10093  2.84403
H  -4.50602  1.29155  4.23284
H  -2.17882  1.38938  3.40591
C  4.50162  0.26494  -0.85509
C  3.57244  -0.79086  -0.29524
N  2.23992  -0.20845  -0.14520
C  2.03866  1.05292  0.25632
N  0.78576  1.40015  0.63726
C  0.57644  2.74978  1.18633
C  1.42299  3.75642  0.43073
C  2.87217  3.34461  0.56792
N  3.04342  1.92635  0.24561
C  4.43372  1.49264  0.03237
H  4.21787  0.51835  -1.87770
H  5.52483  -0.10776  -0.87228
H  3.92827  -1.14187  0.67783
H  3.48558  -1.65205  -0.95545
H  1.50165  -0.85831  0.08133
H  0.82937  2.75767  2.25226
H  -0.48703  3.00312  1.08716
H  1.27960  4.75514  0.84127
H  1.13119  3.77614  -0.62123
H  3.24282  3.52774  1.58028
H  3.49986  3.90924  -0.12229
H  4.89459  1.30082  1.00541
H  4.95873  2.32989  -0.42489
F  -0.15989  0.51319  3.12989
Sb  0.33414  -1.37510  3.60470
F  -1.49140  -1.74095  3.30294
F  0.37638  -1.31420  1.61701
F  0.77364  -3.17207  3.56469
F  2.10050  -0.77780  3.55419
F  0.04867  -0.99158  5.38810


The following is a DFT calculation (the ωB97M-V functional and the def2-TZVPD basis) of C15H18N2O3S as an isolated structure.

Properties
E_LUMO: -1.2 eV
spin multiplicity: 1
ΔE to the lowest compared entry with this formula, charge and spin: 15.318 eV

Atoms and positions in Å:
C  2.83599  2.81463  -0.54299
C  1.52986  2.17087  -0.97298
H  0.79516  1.86571  -0.18615
H  1.02920  2.81747  -1.75396
O  2.04118  1.20063  -1.76426
C  2.28637  -0.13505  -1.17991
O  2.33490  -0.34571  0.02715
C  2.37341  -1.17087  -2.16510
H  2.82948  -2.03885  -1.65322
H  3.05576  -0.96371  -2.90335
S  0.68188  -1.86422  -3.01308
C  -0.33631  -1.16795  -1.72058
C  -0.98159  0.00668  -1.60125
C  -1.14091  0.58464  -2.86071
N  -1.09711  1.48098  -3.76506
C  -1.90877  0.10697  -0.58553
C  -1.20500  -0.17175  0.85640
C  -0.45124  -1.32495  0.79319
N  -0.36961  -1.90321  -0.35238
H  0.44694  -2.82541  -0.35784
C  0.07459  -1.69379  1.99659
C  -0.69330  -1.46663  3.12227
C  -0.93512  0.13075  3.12682
C  -1.49076  0.50170  1.84578
O  -2.36761  1.89466  1.72322
H  -1.49262  0.61052  4.08723
H  0.27076  0.74541  3.30326
H  -0.38513  -1.60918  4.12124
H  -1.61333  -1.84072  3.20357
H  0.14743  -2.93046  2.08063
H  0.99298  -1.39916  2.04814
C  -3.35644  -0.37802  -0.73979
H  -3.87084  -0.26043  -1.63689
H  -3.10770  -1.52257  -0.65243
H  -3.93891  -0.20637  0.11855
H  -2.36245  1.18889  -0.61834
H  3.31235  2.42395  0.09440
H  3.55436  2.89956  -1.40149
H  2.51216  3.77502  -0.12118


The following is a DFT calculation (the ωB97M-V functional and the def2-TZVPD basis) of C32H47N5O2P2SeTi as an isolated structure.

Properties
E_LUMO (alpha / beta): -2.1 / -1.8 eV
spin multiplicity: 2
ΔE to the lowest compared entry with this formula, charge and spin: 0.408 eV
net charge: +1

Atoms and positions in Å:
Ti  1.03433  -0.86288  -0.53496
C  -0.52299  -3.65688  -3.66183
O  -0.59864  -4.29079  -2.35206
C  -0.08584  -3.63785  -1.34684
O  0.42227  -2.51288  -1.48639
N  -0.19849  -4.28715  -0.18690
N  0.36605  -3.75209  0.96865
H  -0.78685  -4.44128  -4.35978
H  0.48535  -3.29861  -3.83817
H  -1.22268  -2.82888  -3.70535
H  -0.80619  -5.09262  -0.15841
H  0.80686  -4.49062  1.49822
H  -0.32278  -3.24503  1.51427
C  2.54392  2.84414  0.76014
P  1.29559  1.51137  0.75049
C  -0.22073  2.50453  0.56546
C  1.33775  1.00584  2.50918
C  0.77099  1.77032  3.51980
C  0.83885  1.35283  4.84352
C  1.49110  0.17073  5.16284
C  2.07454  -0.59423  4.15896
C  2.00514  -0.18681  2.82999
P  2.67882  -1.18223  1.44960
C  3.25444  -2.70879  2.24393
C  4.27636  -0.40403  1.03740
H  2.32159  3.50475  1.59840
H  2.49434  3.40976  -0.16901
H  3.55228  2.45239  0.87683
H  -0.18132  3.41114  1.17067
H  -1.08455  1.90219  0.83613
H  -0.30670  2.79056  -0.48447
H  0.25398  2.69338  3.27894
H  0.38366  1.95037  5.62333
H  1.54985  -0.15777  6.19285
H  2.57874  -1.51466  4.42788
H  2.43668  -3.24523  2.72352
H  4.01974  -2.48018  2.98613
H  3.69092  -3.34836  1.47817
H  4.77514  -0.04752  1.93959
H  4.14526  0.40456  0.32292
H  4.89677  -1.15586  0.54535
C  -3.30734  0.82078  -0.98139
N  -2.90739  1.67266  -2.09238
C  -1.82585  1.48297  -2.86780
Se  -0.58641  0.11969  -2.80692
N  -1.83313  2.45983  -3.79332
C  -2.94160  3.29675  -3.62777
C  -3.38190  4.41785  -4.31178
C  -4.54706  5.00905  -3.85083
C  -5.24246  4.49431  -2.74812
C  -4.79251  3.37225  -2.07083
C  -3.62526  2.79067  -2.53788
H  -2.46215  0.20577  -0.68551
H  -4.14188  0.18579  -1.27861
H  -3.61038  1.44970  -0.14585
H  -1.12508  2.51595  -4.50629
H  -2.84652  4.81184  -5.16627
H  -4.92969  5.88649  -4.35455
H  -6.15105  4.98146  -2.42027
H  -5.33311  2.96893  -1.22392
C  -3.85483  -1.67045  1.86580
C  -2.68631  -0.91854  2.51550
C  -3.12251  0.50208  2.89992
C  -2.22846  -1.65971  3.77982
C  -1.54951  -0.83614  1.57745
C  -0.61069  -0.73463  0.80005
H  -4.70027  -1.71317  2.55787
H  -3.56767  -2.69297  1.61062
H  -4.18429  -1.17255  0.95134
H  -3.96363  0.45697  3.59544
H  -3.43397  1.06906  2.02126
H  -2.30317  1.04041  3.38102
H  -3.03180  -1.67253  4.52108
H  -1.35614  -1.17110  4.21917
H  -1.96480  -2.69478  3.54975
C  3.31169  -3.11648  -1.47641
C  3.52341  -1.70411  -1.94087
C  4.57211  -1.28067  -2.69457
C  4.37164  0.10386  -2.97969
C  3.20760  0.48263  -2.39119
C  2.58608  1.84418  -2.47674
N  2.63837  -0.61637  -1.71986
H  4.28117  -3.58504  -1.30104
H  2.79852  -3.72172  -2.22892
H  2.73461  -3.20107  -0.55721
H  5.39793  -1.89920  -3.02009
H  5.01349  0.74391  -3.57056
H  2.41299  2.12026  -3.51867
H  3.23827  2.60458  -2.04258
H  1.61741  1.89493  -1.98637


The following is a DFT calculation (the ωB97M-V functional and the def2-TZVPD basis) of C37H48BrCl2IN4O3S3Si2Yb as an isolated structure.

Properties
E_LUMO (alpha / beta): -3.0 / -3.0 eV
spin multiplicity: 2
net charge: +1

Atoms and positions in Å:
Yb  12.33314  11.52359  10.74117
Cl  13.71868  13.80814  11.40679
C  12.66052  15.10784  10.80426
C  13.20953  16.36595  10.71464
C  12.47459  17.48703  10.34372
C  11.11366  17.34304  9.96170
C  10.51913  16.11382  9.85485
Cl  8.93942  15.97208  9.17552
C  11.28599  14.96002  10.35885
S  10.44868  13.45297  10.29003
H  14.26204  16.53248  11.00292
H  12.99757  18.45500  10.32521
H  10.48632  18.17611  9.62689
Br  9.86474  6.78560  12.82686
C  9.58462  8.20059  11.66393
C  8.36889  8.76028  11.30596
C  8.30644  9.67222  10.22643
C  9.49270  10.05151  9.61692
N  10.70986  9.62200  10.05062
C  10.74718  8.67902  11.01436
H  7.51622  8.45196  11.92867
H  7.35539  10.11670  9.87253
H  9.50491  10.53597  8.66155
H  11.75531  8.33863  11.30630
C  5.69038  13.91078  15.47368
O  7.09844  13.76394  15.14170
C  8.02950  14.73454  15.17545
C  7.88921  15.93597  15.89221
C  8.70177  17.01829  15.56419
C  9.70728  16.87492  14.67035
C  9.91259  15.66820  13.92882
C  9.16844  14.51669  14.28905
N  9.53888  13.27924  13.79850
C  9.29041  12.08448  14.41888
C  10.26289  11.17712  14.81993
C  9.95658  10.53148  16.02090
C  10.93691  9.76708  16.57452
C  12.21572  9.70043  16.06199
C  12.60316  10.34950  14.89133
C  11.56756  10.97723  14.11772
O  11.70941  11.40011  12.91014
H  5.10421  13.58504  14.62279
H  5.43336  14.93741  15.71419
H  5.47999  13.33457  16.37083
H  6.98169  16.05472  16.49040
H  8.55560  18.01246  16.00658
H  10.33585  17.76453  14.47090
H  10.68609  15.64213  13.10058
H  10.28333  13.31308  13.10430
H  8.30419  11.93878  14.79793
H  8.94700  10.54465  16.40519
H  10.78655  9.10554  17.45642
H  12.90425  9.06787  16.58643
H  13.61631  10.21025  14.46066
S  14.03898  8.87767  9.96713
C  13.90298  8.16716  8.47159
N  14.89020  7.83689  7.62960
C  14.66690  6.87412  6.58383
C  13.16857  6.53038  6.62936
S  12.35877  7.52079  7.93659
H  15.80799  8.19285  7.85309
H  15.24272  5.98343  6.73771
H  15.01195  7.30479  5.65135
H  13.02304  5.47064  6.83019
H  12.56516  6.80671  5.74915
C  16.26010  15.07949  8.43006
Si  17.46894  13.70595  8.97942
C  18.37817  13.09868  7.39672
C  18.87642  14.35302  10.05829
C  16.63913  12.34312  9.96778
Si  17.07059  11.45167  11.56177
C  15.53950  10.86135  12.48339
C  17.91579  12.38981  12.94567
C  18.04293  9.83249  11.16876
H  16.63208  16.08540  8.28818
H  15.43595  15.13398  9.12762
H  15.74837  14.82865  7.45728
H  19.35844  12.74880  7.61140
H  18.45642  13.95552  6.69729
H  17.84578  12.23154  6.90009
H  19.32304  15.28753  9.65939
H  19.64381  13.60001  10.15794
H  18.49359  14.56477  11.08700
H  15.68409  11.88287  9.57851
H  14.87632  11.64652  12.86827
H  15.93930  10.33921  13.35671
H  15.05593  10.13798  11.82562
H  17.17605  13.04475  13.46069
H  18.75877  13.03426  12.68992
H  18.31684  11.71595  13.69866
H  17.41572  9.31495  10.43246
H  18.15553  9.17836  12.03988
H  19.03458  9.92368  10.71324
N  14.64217  11.79507  6.87906
C  13.38001  11.80728  7.34722
O  13.13580  11.66647  8.57696
C  12.26572  12.01269  6.36587
I  11.70791  14.03898  5.85756
H  15.41542  11.70724  7.55149
H  14.85440  11.97638  5.88806
H  11.31288  11.58840  6.67136
H  12.47139  11.64972  5.34159


Table of maximum force (eV Å⁻¹), in record order: 5.35, 2.59, 0.66, 15.52, 1.01, 3.12
Table of molecular weight (g mol⁻¹), in record order: 447.64, 418.09, 712.18, 306.39, 722.54, 1199.94